Entry 1:
Below is a molecular structure, C18H31Cl2HgN2O4 at a distorted geometry, with properties calculated with the ωB97M-V functional and the def2-TZVPD basis.

```
58
Properties=species:S:1:pos:R:3:forces:R:3:nbo_charge:R:1
O -0.083394 1.812329 -1.565648 -2.380 0.359 -3.264 -0.63
C -0.926128 1.545564 -2.459431 2.570 0.407 2.237 0.40
C -0.599701 2.097987 -3.771270 0.248 0.157 -1.584 -0.08
C 0.623841 2.789255 -3.964370 -0.253 -0.162 -0.242 -0.16
H 1.322161 2.923082 -3.139111 -0.427 -0.004 -0.062 0.24
C 0.979180 3.247193 -5.228551 -0.196 0.157 -0.449 -0.23
H 1.913753 3.789507 -5.387861 -0.219 -0.193 0.229 0.21
C 0.143583 3.037685 -6.338619 -0.417 -0.346 0.431 -0.19
H 0.401464 3.425282 -7.338476 -0.092 -0.266 0.661 0.21
C -1.035942 2.298410 -6.153037 0.227 0.307 -0.290 -0.23
H -1.676719 2.106739 -7.013234 0.106 -0.031 0.216 0.21
C -1.397759 1.822803 -4.892383 0.575 0.352 0.226 -0.19
H -2.275921 1.207804 -4.759647 -0.183 0.048 -0.047 0.22
H -1.783514 0.848203 -2.281452 0.587 0.493 0.052 0.20
C -2.853693 2.283569 -0.105622 -0.721 0.714 0.503 -0.69
C -2.227373 1.124960 0.513397 2.814 -1.695 -0.140 -0.40
H -3.788155 2.550187 0.422247 -0.123 0.282 -0.351 0.16
H -3.070935 2.112096 -1.165198 -0.202 0.184 -0.001 0.17
H -2.173401 3.146305 -0.045280 -0.127 -0.082 -0.097 0.21
C -2.428059 0.581357 1.705541 -0.538 -0.029 1.188 -0.31
C -3.458580 0.958113 2.781394 -0.035 0.093 -0.243 -0.67
H -1.786757 -0.229745 2.081373 -0.301 0.223 -0.357 0.20
H -4.081250 1.816231 2.493475 0.074 -0.144 0.093 0.18
H -2.973043 1.185376 3.741288 0.056 0.067 -0.236 0.20
H -4.118276 0.107887 2.992957 -0.066 0.042 -0.074 0.19
Hg 0.421246 0.413291 0.077732 -2.601 -0.198 1.979 1.36
Cl 1.376080 2.253840 1.354364 0.619 0.281 -0.196 -0.78
Cl -0.203110 -1.523542 -1.246095 0.303 -0.592 -0.685 -0.79
H 4.065492 -0.411983 -1.425941 -0.211 -0.127 0.111 0.19
H 5.292773 1.038968 -0.140231 0.030 -0.004 0.229 0.19
C 3.191878 -0.302012 -0.767907 0.103 0.389 0.012 -0.44
C 4.627762 1.033666 0.729579 0.049 0.015 0.019 -0.41
N 3.682936 -0.058701 0.580531 0.155 -0.117 -0.027 -0.43
H 2.561204 -1.193970 -0.798880 0.129 0.187 -0.004 0.26
C 3.046513 -0.506920 1.680474 -1.722 -0.471 -0.141 0.56
O 1.936437 -1.077697 1.687311 2.092 0.428 -0.019 -0.67
H 5.205010 0.869789 1.642833 0.061 0.145 -0.114 0.20
H 3.600394 -0.296485 2.614552 -0.177 -0.033 -0.203 0.13
H 2.623158 0.576975 -1.134828 0.212 -0.391 0.066 0.20
H 4.105334 2.000663 0.798698 0.077 -0.269 -0.051 0.23
H -1.515406 -5.689024 3.093492 -0.004 0.009 0.030 0.18
H -0.274184 -6.175852 0.710826 -0.069 0.127 -0.025 0.18
C -1.927884 -4.805827 2.596073 0.129 0.223 -0.123 -0.42
C -0.866727 -5.301481 0.404414 0.317 0.504 0.133 -0.40
N -1.054710 -4.376469 1.516980 -0.451 -0.868 0.007 -0.44
H -1.996314 -3.971536 3.301996 -0.069 -0.275 -0.129 0.26
C -0.467910 -3.169777 1.599466 0.196 1.887 1.162 0.53
O -0.675831 -2.361877 2.527620 0.391 -1.632 -1.585 -0.66
H -0.345191 -4.784319 -0.417866 -0.249 -0.176 0.318 0.23
H 0.219070 -2.928285 0.767437 -0.265 -0.157 0.297 0.17
H -2.915692 -5.059121 2.202143 -0.026 0.047 0.052 0.18
H -1.839108 -5.664756 0.050629 0.123 0.154 -0.016 0.19
C 1.038840 0.782120 4.312143 -0.319 0.126 -0.016 -0.24
O 0.198985 -0.341845 4.132388 0.562 -0.201 -0.113 -0.75
H 0.683203 1.623371 3.699568 0.215 -0.152 0.328 0.19
H 2.086414 0.582681 4.029712 -0.235 0.044 0.145 0.13
H 1.003902 1.054698 5.377953 0.061 -0.036 -0.227 0.15
H 0.470056 -0.816765 3.320354 -0.409 0.203 0.389 0.51
```
Forces are in eV/Å.

Properties
Total energy ... -2188.72312 Eh
Frontier orbital gap (alpha / beta) ... 4.301 / 4.302 eV
Total charge ... -1
E_LUMO (alpha / beta) ... 1.99 / 1.99 eV

=====

Entry 2:
Below is 2 unconnected molecules or ions with the total composition C3H10N2O at a distorted geometry, with properties calculated with the ωB97M-V functional and the def2-TZVPD basis.

```
16
Properties=species:S:1:pos:R:3:forces:R:3:nbo_charge:R:1
O -2.317502 1.211647 0.428114 -0.244 -0.762 0.630 -0.52
C -1.395198 1.641586 -0.197958 -0.392 1.318 -1.753 0.44
C -0.933805 1.090354 -1.532667 1.035 -0.787 0.740 -0.74
H -0.990171 2.636361 0.054436 0.489 -0.104 0.310 0.11
H -0.811883 1.853606 -2.297614 -0.583 0.107 -0.034 0.24
H 0.091867 0.711600 -1.431892 0.027 0.187 0.250 0.24
H -1.500002 0.202706 -1.806706 -0.399 0.327 -0.293 0.23
N 2.599435 -1.329683 0.615871 0.835 0.623 -0.290 -0.86
C 1.302174 -1.379126 -0.073379 0.827 -1.069 0.586 -0.03
N 0.292956 -0.846154 0.769539 0.495 0.442 -0.363 -0.88
H 3.274733 -1.835144 0.070871 0.291 -0.084 -0.282 0.35
H 2.744734 -1.653321 1.563242 -0.975 -0.112 0.036 0.36
H 1.132058 -2.433747 -0.363299 -0.392 0.162 -0.118 0.13
H 1.482329 -0.822648 -0.993741 -0.501 0.210 0.010 0.17
H 0.346558 -1.146842 1.708776 -0.340 -0.171 0.697 0.37
H -0.530724 -0.375270 0.470841 -0.172 -0.286 -0.127 0.39
```
Forces are in eV/Å.

Properties
Total energy ... -305.00284 Eh
Frontier orbital gap ... 9.655 eV
ΔE to the lowest compared entry with this formula, charge and spin ... 45.1 kcal/mol
Total charge ... 0
SMILES ... CC=O.NCN
E_LUMO ... 1.04 eV

=====

Entry 3:
Below is a molecular structure, C6H14N2, with properties calculated with the ωB97M-V functional and the def2-TZVPD basis.

```
22
Properties=species:S:1:pos:R:3:forces:R:3:nbo_charge:R:1
C 1.411139 -1.708625 1.038346 0.055 0.112 -0.068 -0.63
C 1.379388 0.662206 0.104308 -0.580 -0.550 0.009 0.47
N 2.027314 0.252078 -1.028757 -0.082 0.102 0.147 -0.81
N 0.761608 1.853923 0.156627 -0.635 -0.024 0.292 -0.81
C 1.008429 -0.253397 1.125809 0.769 0.073 -0.030 -0.53
H 2.209805 0.912713 -1.765598 -0.004 -0.057 0.063 0.39
H 2.631753 -0.549702 -0.975856 -0.017 0.057 0.016 0.40
H 0.800550 2.416411 -0.685542 0.074 -0.046 0.064 0.37
H -0.308939 1.629224 0.489934 0.885 0.118 -0.350 0.41
H 1.084785 0.174730 2.121450 -0.151 0.071 -0.024 0.24
H 1.083999 -2.154501 0.095354 0.002 -0.015 0.014 0.21
H 0.944024 -2.274016 1.845050 -0.003 0.007 -0.041 0.22
H 2.492797 -1.864164 1.127230 -0.014 -0.024 -0.004 0.20
C -1.937946 -0.229322 -1.490033 0.025 -0.065 0.001 -0.65
C -2.443792 0.262691 -0.161816 0.052 0.164 0.028 -0.18
C -1.659711 0.676684 0.836762 0.354 -0.664 0.151 -0.57
H -3.531971 0.278998 -0.071767 0.027 0.027 0.029 0.18
H -2.282855 -1.249090 -1.691561 0.002 0.059 0.007 0.21
H -2.307629 0.394845 -2.310945 0.004 -0.027 0.056 0.21
H -0.846836 -0.229872 -1.529563 0.001 0.007 0.025 0.20
H -0.366101 0.019077 1.006795 -0.687 0.620 -0.334 0.29
H -2.149811 0.979108 1.763775 -0.075 0.054 -0.050 0.19
```
Forces are in eV/Å.

Properties
Total energy ... -346.40759 Eh
Frontier orbital gap ... 7.932 eV
ΔE to the lowest compared entry with this formula, charge and spin ... 75.0 kcal/mol
Total charge ... 0
E_LUMO ... 0.79 eV

=====

Repeat the second record exactly.
Below is 2 unconnected molecules or ions with the total composition C3H10N2O at a distorted geometry, with properties calculated with the ωB97M-V functional and the def2-TZVPD basis.

```
16
Properties=species:S:1:pos:R:3:forces:R:3:nbo_charge:R:1
O -2.317502 1.211647 0.428114 -0.244 -0.762 0.630 -0.52
C -1.395198 1.641586 -0.197958 -0.392 1.318 -1.753 0.44
C -0.933805 1.090354 -1.532667 1.035 -0.787 0.740 -0.74
H -0.990171 2.636361 0.054436 0.489 -0.104 0.310 0.11
H -0.811883 1.853606 -2.297614 -0.583 0.107 -0.034 0.24
H 0.091867 0.711600 -1.431892 0.027 0.187 0.250 0.24
H -1.500002 0.202706 -1.806706 -0.399 0.327 -0.293 0.23
N 2.599435 -1.329683 0.615871 0.835 0.623 -0.290 -0.86
C 1.302174 -1.379126 -0.073379 0.827 -1.069 0.586 -0.03
N 0.292956 -0.846154 0.769539 0.495 0.442 -0.363 -0.88
H 3.274733 -1.835144 0.070871 0.291 -0.084 -0.282 0.35
H 2.744734 -1.653321 1.563242 -0.975 -0.112 0.036 0.36
H 1.132058 -2.433747 -0.363299 -0.392 0.162 -0.118 0.13
H 1.482329 -0.822648 -0.993741 -0.501 0.210 0.010 0.17
H 0.346558 -1.146842 1.708776 -0.340 -0.171 0.697 0.37
H -0.530724 -0.375270 0.470841 -0.172 -0.286 -0.127 0.39
```
Forces are in eV/Å.

Properties
Total energy ... -305.00284 Eh
Frontier orbital gap ... 9.655 eV
ΔE to the lowest compared entry with this formula, charge and spin ... 45.1 kcal/mol
Total charge ... 0
SMILES ... CC=O.NCN
E_LUMO ... 1.04 eV